The following is a DFT calculation (ωB97M-V with the def2-TZVPD basis set) of C54H41GeN3O7PPbSe as an isolated structure in a non-equilibrium geometry.

```
109
Properties=species:S:1:pos:R:3
Pb 13.1372 12.9911 11.3738
C 11.0974 18.3800 8.8379
C 11.7686 17.4548 9.8726
C 12.9685 16.7465 9.5808
C 13.7053 16.1283 10.6076
C 13.2668 16.2919 11.9298
C 12.0411 16.8679 12.2237
C 11.2558 17.4084 11.1795
H 11.4179 18.0468 7.8761
H 11.2855 19.4442 8.9903
H 10.0016 18.2248 8.8089
H 13.3569 16.8240 8.5881
H 14.6713 15.7301 10.2800
H 13.9184 16.0396 12.7461
H 11.7835 16.9728 13.2776
H 10.3313 17.9146 11.3346
O 13.1400 11.0775 7.4918
C 13.6138 11.7008 8.4222
O 12.8478 12.1518 9.3995
C 15.1028 12.0054 8.3947
C 15.8895 11.1538 7.6110
C 17.2427 11.4408 7.4640
C 17.7979 12.6272 7.8589
C 17.0245 13.4792 8.6138
C 15.7621 12.9959 9.2295
O 15.4999 13.3095 10.4663
N 17.5020 14.8339 8.7296
O 16.7523 15.6131 9.3820
O 18.5375 15.1049 8.1453
N 18.0391 10.4275 6.8904
O 19.2539 10.5333 6.9996
O 17.4497 9.4784 6.3092
H 15.4700 10.2156 7.2225
H 18.8413 12.8094 7.5980
C 17.0799 7.7071 11.6159
C 16.2658 8.7907 11.3500
C 15.4241 9.3351 12.3531
C 15.3170 8.6985 13.5795
C 16.1710 7.5968 13.8961
C 17.0325 7.1129 12.8956
P 14.4723 9.6464 14.8157
C 14.1486 8.9157 16.4495
C 12.8061 8.7679 16.8272
C 12.5068 7.8488 17.7981
C 13.4803 7.1816 18.5559
C 14.8170 7.3105 18.1588
C 15.1290 8.1576 17.0991
C 15.5540 11.1752 14.9496
C 16.9522 11.1012 14.7649
C 17.7523 12.2506 14.9339
C 17.1882 13.4896 15.1412
C 15.8135 13.6272 15.2248
C 15.1098 14.8279 15.4003
C 13.7296 14.9757 15.1837
C 12.9184 13.8171 14.9650
C 13.5962 12.6296 14.6950
C 14.9528 12.4706 14.9860
H 17.7457 7.3343 10.8605
H 16.3532 9.2893 10.3667
H 15.0232 10.2975 12.2661
H 16.0637 7.0144 14.8084
H 17.7136 6.2973 13.1517
H 11.9880 9.3218 16.2952
H 11.4756 7.6378 18.0567
H 13.1836 6.6450 19.4428
H 15.6249 6.7759 18.7117
H 16.1803 8.2518 16.7620
H 17.4367 10.1480 14.5233
H 18.8301 12.1560 14.6990
H 17.8592 14.3245 15.2700
H 15.6707 15.7222 15.6875
H 13.2741 15.9312 15.2899
H 11.8372 13.8554 15.0609
C 9.9681 13.2137 8.7201
Ge 10.0835 12.8040 10.6965
C 8.5084 13.8786 11.0485
C 7.2466 13.3107 10.8335
C 6.1098 13.9317 11.3323
C 6.1551 15.2366 11.8672
C 7.3895 15.8230 11.9753
C 8.5538 15.1528 11.6451
C 9.6389 10.8961 10.6401
C 10.2095 10.2316 9.5896
C 9.9644 8.9218 9.3129
C 9.0884 8.1829 10.1159
C 8.5241 8.7643 11.2448
C 7.6146 8.0062 12.0476
C 7.1660 8.4975 13.2179
C 7.6366 9.8195 13.7301
C 8.2941 10.6762 12.7166
C 8.8177 10.1452 11.5508
H 9.2312 12.5712 8.2454
H 10.8867 12.9028 8.1937
H 9.6358 14.2402 8.4548
H 7.1905 12.3353 10.3164
H 5.1360 13.4042 11.3010
H 5.2212 15.7188 12.2213
H 7.4979 16.8171 12.4204
H 9.4875 15.6713 11.8072
H 10.9462 10.7586 8.9732
H 10.5269 8.4463 8.5183
H 8.7521 7.1882 9.8899
H 7.2744 7.0576 11.6787
H 6.5232 7.8760 13.8602
H 6.8184 10.3392 14.2269
H 8.5199 11.7169 12.9414
Se 12.6841 10.9420 14.2553
C 8.6157 9.5739 14.7559
N 9.4753 9.2696 15.4780
```

The calculation puts the gap between HOMO and LUMO (alpha / beta) at 3.320 / 3.358 eV. The calculation puts the energy above the lowest of the compared OMol25 structures with the same formula, charge and spin at 5.753 eV. Its total charge is -2. As for the spin multiplicity: 2. The expectation value of S² is 0.776. The LUMO energy (alpha / beta) comes out at 3.06 / 3.10 eV. The value obtained for the strongest force on any atom is 5.35 eV Å⁻¹.

---

The following is a DFT calculation (ωB97M-V with the def2-TZVPD basis set) of a 2-piece molecular cluster, C5H7N2O3P overall in a non-equilibrium geometry.

```
18
Properties=species:S:1:pos:R:3
C -1.1112 -1.0242 0.9751
C 0.5762 1.2092 0.3058
C -0.2714 -1.9011 -0.0182
C -0.5459 -1.1782 -1.2995
C -1.7257 -0.2718 -0.8697
N -2.0572 -0.3615 0.4334
N 0.4731 0.3691 1.1393
O 1.8873 2.9965 -1.3931
O 0.8166 3.7855 0.8309
O 2.9812 2.3254 0.8436
P 1.7493 2.8448 0.1198
H -1.0651 -1.2288 2.0868
H 0.7391 -2.0837 0.3538
H -0.6097 -3.0793 -0.0319
H 0.3885 -0.5875 -1.7277
H -0.7791 -1.7878 -2.1964
H -2.4392 -0.0113 -1.5517
H 0.9933 -0.0153 1.9996
```

The calculation puts the gap between HOMO and LUMO (alpha / beta) at 5.284 / 5.286 eV. The calculation puts the energy above the lowest of the compared OMol25 structures with the same formula, charge and spin at 4.423 eV. Its total charge is -2. As for the spin multiplicity: 1. The LUMO energy (alpha / beta) comes out at 6.19 / 6.19 eV. The value obtained for the strongest force on any atom is 5.07 eV Å⁻¹.

---

What is the total charge in the first record? -2

---

Look up the strongest force on any atom of the first one. 5.35 eV Å⁻¹

---

Look up the strongest force on any atom of the second one. 5.07 eV Å⁻¹